[1]
2 unconnected molecules or ions with the total composition C2H4F3P, computed with wB97M-V/def2-TZVPD.

Last column: Löwdin charge in e.
Positions of all 10 atoms, in Å:
1 C 0.134 0.230 0.824  -0.3296
2 C 2.390 -0.100 -0.288  -0.4624
3 F 3.455 0.334 0.412  0.0885
4 F 2.555 -1.392 -0.546  0.0895
5 F 2.353 0.481 -1.517  0.0553
6 P -0.856 -0.030 -0.583  0.7327
7 H 0.337 1.261 1.189  0.0377
8 H 0.049 -0.459 1.640  0.0003
9 H -0.414 -1.170 -1.322  -0.0808
10 H -0.277 0.904 -1.352  -0.1313

energy above the lowest of the compared OMol25 structures with the same formula, charge and spin: 410.3 kJ/mol


[2]
A molecular structure, C2H4F5GaNO, computed with wB97M-V/def2-TZVPD.

Last column: Löwdin charge in e.
Positions of all 14 atoms, in Å:
1 N -1.672 1.886 0.353  -0.1582
2 Ga -0.289 0.648 1.008  0.3568
3 O 1.174 1.733 1.614  -0.3551
4 C 0.457 -0.414 -0.629  -0.3401
5 F -0.305 -0.010 -1.770  -0.0400
6 F 1.821 -0.066 -0.905  -0.0354
7 C 0.362 -1.999 -0.506  -0.4154
8 F 0.417 -2.532 -1.826  0.0412
9 F -0.827 -2.398 0.106  0.0665
10 F 1.476 -2.556 0.146  0.0762
11 H -2.193 1.372 -0.376  -0.0534
12 H -1.160 2.621 -0.162  -0.0454
13 H -0.864 -0.268 2.179  -0.0613
14 H 1.603 1.985 0.766  -0.0364

total charge: -1
E: -2632.79621 hartree


[3]
2 unconnected molecules or ions with the total composition C2H4FIO, computed with wB97M-V/def2-TZVPD.

Last column: Löwdin charge in e.
Positions of all 9 atoms, in Å:
1 C -0.080 -0.916 -1.949  -0.0599
2 C 0.755 -1.040 0.212  -0.8105
3 O 0.026 -1.385 -0.766  -0.0715
4 F 0.871 -1.878 1.262  -0.0253
5 I 2.577 0.070 0.081  0.8609
6 H -0.931 -1.398 -2.406  0.0725
7 H 0.597 -0.309 -2.553  0.0706
8 H 0.728 1.375 1.332  -0.0845
9 H 0.295 1.482 1.956  0.0477

energy above the lowest of the compared OMol25 structures with the same formula, charge and spin: 446.5 kJ/mol


[4]
2 unconnected molecules or ions with the total composition C2H4FN, computed with wB97M-V/def2-TZVPD.

Last column: Löwdin charge in e.
Positions of all 8 atoms, in Å:
1 C -0.044 0.394 0.211  -0.2064
2 C 0.436 -0.910 0.030  -0.0404
3 N -0.638 1.117 0.916  0.2542
4 F -0.135 1.032 -1.760  -0.4691
5 H 1.194 -1.109 0.826  0.1159
6 H 0.668 -0.938 -0.993  0.0574
7 H -0.560 -1.635 0.044  0.1814
8 H -0.921 2.048 0.727  0.1069

energy above the lowest of the compared OMol25 structures with the same formula, charge and spin: 220.6 kJ/mol


[5]
2 unconnected molecules or ions with the total composition C2H4FNO, computed with wB97M-V/def2-TZVPD.

Last column: Löwdin charge in e.
Positions of all 9 atoms, in Å:
1 C 1.348 -0.397 0.074  -0.3827
2 C -1.165 -0.546 -0.047  -0.0491
3 N 0.206 -0.589 0.306  0.0657
4 O 2.505 -0.354 -0.068  0.1708
5 F 0.891 2.168 0.199  -0.0882
6 H 0.533 1.279 0.108  0.0355
7 H -1.232 -1.084 -0.938  0.0744
8 H -1.743 -0.948 0.736  0.0814
9 H -1.342 0.472 -0.370  0.0922

energy above the lowest of the compared OMol25 structures with the same formula, charge and spin: 98.3 kJ/mol
structure (SMILES): CN=C=O.F


[6]
2 unconnected molecules or ions with the total composition C2H4FNO, computed with wB97M-V/def2-TZVPD.

Last column: Löwdin charge in e.
Positions of all 9 atoms, in Å:
1 C -1.486 0.770 -0.188  -0.4128
2 C 0.602 -0.497 0.028  -0.0483
3 N -0.184 0.623 -0.092  -0.1000
4 O -2.341 0.003 -0.435  0.0760
5 F 0.471 1.847 0.484  -0.0636
6 H -1.717 2.216 -0.036  0.2139
7 H 0.909 -0.799 -1.070  0.1389
8 H 1.361 -0.185 0.712  0.0920
9 H 0.003 -1.368 0.329  0.1039

energy above the lowest of the compared OMol25 structures with the same formula, charge and spin: 419.7 kJ/mol


[7]
2 unconnected molecules or ions with the total composition C2H4FNO, computed with wB97M-V/def2-TZVPD.

Last column: Löwdin charge in e.
Positions of all 9 atoms, in Å:
1 C 0.173 -0.189 -1.792  -0.2650
2 C -0.186 -0.124 1.168  -0.2536
3 N 0.799 0.615 0.569  0.0302
4 O -0.855 -0.696 -1.504  0.0908
5 F 0.890 -0.308 -2.854  0.1515
6 H 0.250 -0.956 1.702  0.0713
7 H -0.669 0.437 1.949  0.0714
8 H -0.941 -0.331 0.316  0.0902
9 H 0.540 1.551 0.445  0.0133

energy above the lowest of the compared OMol25 structures with the same formula, charge and spin: 452.1 kJ/mol


[8]
A molecular structure, C2H4FO3S2, computed with wB97M-V/def2-TZVPD.

Last column: Löwdin charge in e.
Positions of all 12 atoms, in Å:
1 C 0.111 -2.028 -0.033  -0.3472
2 C -0.397 0.614 0.071  -0.3269
3 O 1.515 2.321 0.089  -0.3518
4 O -0.660 3.166 0.681  -0.3128
5 O 0.532 1.730 2.284  -0.4066
6 F -1.090 -1.009 -3.050  -0.8301
7 S 0.083 -0.601 1.055  1.0273
8 S 0.270 2.142 0.915  0.3167
9 H 1.091 -2.468 0.019  0.0262
10 H -0.032 -1.444 -0.976  0.0060
11 H -0.671 -2.888 -0.040  0.0954
12 H -0.752 0.464 -1.015  0.1038

total charge: -1
energy above the lowest of the compared OMol25 structures with the same formula, charge and spin: 153.0 kJ/mol


[9]
2 unconnected molecules or ions with the total composition C2H4FP, computed with wB97M-V/def2-TZVPD.

Last column: Löwdin charge in e.
Positions of all 8 atoms, in Å:
1 C 1.627 0.035 0.062  -0.7406
2 C 0.260 -0.426 0.117  -0.2190
3 F -0.317 2.969 0.010  -0.0900
4 P 3.070 0.607 0.009  0.7748
5 H -0.166 -0.471 -0.887  0.0826
6 H -0.346 0.243 0.730  0.0735
7 H 0.216 -1.424 0.555  0.0770
8 H 0.353 2.341 -0.190  0.0417

energy above the lowest of the compared OMol25 structures with the same formula, charge and spin: 75.9 kJ/mol
structure (SMILES): CC#P.F


[10]
2 unconnected molecules or ions with the total composition C2H4FPS, computed with wB97M-V/def2-TZVPD.

Last column: Löwdin charge in e.
Positions of all 9 atoms, in Å:
1 C -1.855 0.195 -0.083  -1.2266
2 C 2.210 0.259 0.443  0.0813
3 F -1.956 0.800 1.117  -0.1152
4 P -1.437 -1.487 0.007  0.8512
5 S -2.123 1.121 -1.440  0.6360
6 H 2.736 1.187 0.407  -0.0259
7 H 1.701 -0.033 1.337  -0.0284
8 H 2.197 -0.385 -0.411  -0.0275
9 H -1.473 -1.656 -1.377  -0.1449

energy above the lowest of the compared OMol25 structures with the same formula, charge and spin: 275.3 kJ/mol


[11]
A molecular structure, C2H4HgO, computed with wB97M-V/def2-TZVPD.

Last column: Löwdin charge in e.
Positions of all 8 atoms, in Å:
1 O 1.067 -1.081 -0.040  -0.5051
2 C -0.181 -0.591 -0.305  -0.5702
3 H -1.001 -1.359 -0.256  0.1206
4 C -0.611 0.590 0.504  -0.0345
5 H -0.484 0.549 1.594  0.0457
6 H -0.992 1.526 0.080  0.0457
7 Hg 2.536 0.377 -0.271  0.7946
8 H -0.334 -0.011 -1.306  0.1032

multiplicity: 3
energy above the lowest of the compared OMol25 structures with the same formula, charge and spin: 0.0 kJ/mol


[12]
A molecular structure, C2H4I2, computed with wB97M-V/def2-TZVPD.

Last column: Löwdin charge in e.
Positions of all 8 atoms, in Å:
1 C 0.794 0.014 0.385  -0.3423
2 C -0.500 -0.053 -0.366  -1.3491
3 I -1.679 1.735 -0.023  0.6669
4 I -1.629 -1.831 0.015  0.6974
5 H 0.600 0.264 1.430  0.0605
6 H 1.322 -0.941 0.358  0.0600
7 H 1.444 0.786 -0.032  0.0703
8 H -0.353 0.026 -1.768  0.1361

energy above the lowest of the compared OMol25 structures with the same formula, charge and spin: 105.5 kJ/mol


[13]
A molecular structure, C2H4I2O, computed with wB97M-V/def2-TZVPD.

Last column: Löwdin charge in e.
Positions of all 9 atoms, in Å:
1 C 0.870 -0.391 0.134  -0.2288
2 C -0.352 0.444 -0.114  -1.2823
3 O -1.258 0.497 0.878  -0.2022
4 I -1.535 -0.642 -1.925  0.4849
5 I -0.039 2.454 -0.809  0.8146
6 H 1.726 0.092 0.753  0.1115
7 H 0.662 -1.354 0.711  0.0999
8 H 1.195 -0.657 -0.908  0.0543
9 H -1.268 -0.443 1.282  0.1481

energy above the lowest of the compared OMol25 structures with the same formula, charge and spin: 50.8 kJ/mol


[14]
A molecular structure, C2H4I2S, computed with wB97M-V/def2-TZVPD.

Last column: Löwdin charge in e.
Positions of all 9 atoms, in Å:
1 C 0.155 -0.400 0.635  -0.7046
2 C -0.776 0.251 -0.579  -1.2409
3 S 1.674 -1.043 -0.192  0.6412
4 I -2.786 0.042 0.246  0.7091
5 I -0.129 2.231 -1.075  0.7401
6 H 0.460 0.398 1.226  -0.0055
7 H -0.465 -1.140 1.299  0.0626
8 H -0.737 -0.298 -1.447  -0.0664
9 H 2.604 -0.042 -0.113  -0.1356

energy above the lowest of the compared OMol25 structures with the same formula, charge and spin: 21.8 kJ/mol


[15]
2 unconnected molecules or ions with the total composition C2H4IN, computed with wB97M-V/def2-TZVPD.

Last column: Löwdin charge in e.
Positions of all 8 atoms, in Å:
1 C 1.375 -1.354 0.188  -0.4474
2 C -1.229 0.989 0.048  -0.1736
3 N -1.240 -0.213 -0.381  0.0080
4 I 2.497 0.443 0.010  0.6651
5 H -0.375 -0.782 -0.082  -0.0631
6 H 1.800 -2.015 -0.638  -0.0881
7 H -0.574 1.443 0.758  0.0216
8 H -2.255 1.490 0.096  0.0774

energy above the lowest of the compared OMol25 structures with the same formula, charge and spin: 459.4 kJ/mol


[16]
C2H4INO in the gas phase, computed with wB97M-V/def2-TZVPD.

Last column: Löwdin charge in e.
Positions of all 9 atoms, in Å:
1 C 1.822 -0.955 -0.280  -0.6180
2 C -1.588 0.556 0.115  -0.1416
3 N 0.576 0.255 -0.045  -0.0240
4 O -0.577 -0.406 0.219  -0.2563
5 I 3.629 -0.007 -0.138  0.7548
6 H 1.699 -2.034 -0.145  -0.0050
7 H -2.618 0.083 -0.216  0.1240
8 H -1.222 1.383 -0.568  0.0876
9 H -1.720 1.127 1.059  0.0785

energy above the lowest of the compared OMol25 structures with the same formula, charge and spin: 504.4 kJ/mol
structure (SMILES): CO/N=C/I


[17]
C2H4INO2 in the gas phase, computed with wB97M-V/def2-TZVPD.

Last column: Löwdin charge in e.
Positions of all 10 atoms, in Å:
1 C 0.564 0.202 0.193  -0.7113
2 C -1.667 0.193 -0.332  -0.0685
3 N 1.651 -0.576 0.750  -0.3963
4 O 0.654 1.277 -0.285  0.0560
5 O -0.590 -0.475 0.250  -0.0463
6 I 3.444 -0.106 -0.022  0.8546
7 H -1.790 -0.178 -1.447  0.1344
8 H -1.393 1.224 -0.534  0.0804
9 H -2.490 -0.085 0.283  0.0845
10 H 1.618 -1.478 1.144  0.0125

multiplicity: 3
energy above the lowest of the compared OMol25 structures with the same formula, charge and spin: 143.6 kJ/mol


[18]
C2H4IPS in the gas phase, computed with wB97M-V/def2-TZVPD.

Last column: Löwdin charge in e.
Positions of all 9 atoms, in Å:
1 C -0.379 -0.409 0.468  -1.0443
2 C 1.015 -0.577 0.459  -0.2930
3 P -0.788 0.231 -1.623  0.3111
4 S -1.329 -0.280 1.759  0.6666
5 I -0.480 2.556 -1.264  0.3102
6 H 1.399 0.378 0.182  0.0418
7 H 1.338 -1.183 -0.373  0.0700
8 H 1.330 -0.778 1.528  0.0982
9 H -2.108 0.062 -1.135  -0.1607

energy above the lowest of the compared OMol25 structures with the same formula, charge and spin: 130.3 kJ/mol
structure (SMILES): CC(=S)PI


[19]
A molecular structure, C2H4KLiO2, computed with wB97M-V/def2-TZVPD.

Last column: Löwdin charge in e.
Positions of all 10 atoms, in Å:
1 O -0.610 -0.633 -2.867  -0.7332
2 K 0.932 -0.610 -5.082  0.9360
3 Li -1.719 -0.590 -1.433  0.7181
4 C -2.789 -0.522 1.337  -0.0007
5 C -2.698 1.243 0.663  -0.0027
6 O -2.828 0.022 0.100  -0.3064
7 H -1.935 -1.178 1.491  0.0978
8 H -3.736 -0.617 1.867  0.0956
9 H -3.614 1.833 0.691  0.1029
10 H -1.714 1.696 0.757  0.0926

total charge: +1
multiplicity: 2
energy above the lowest of the compared OMol25 structures with the same formula, charge and spin: 164.2 kJ/mol


[20]
A molecular structure, C2H4LiO, computed with wB97M-V/def2-TZVPD.

Last column: Löwdin charge in e.
Positions of all 8 atoms, in Å:
1 H 0.616 -2.956 0.078  0.0976
2 C -0.552 1.081 0.176  -0.0939
3 H -0.011 1.578 0.989  0.0306
4 H -1.367 1.625 -0.301  0.0324
5 C -0.293 -0.206 -0.167  -0.5260
6 O 0.668 -0.950 0.326  -0.4049
7 Li 1.861 0.489 -0.147  0.7645
8 H -0.923 -0.659 -0.955  0.0996

multiplicity: 2
energy above the lowest of the compared OMol25 structures with the same formula, charge and spin: 56.2 kJ/mol


no.,largest force on an atom (eV Å⁻¹)
1,2.9
2,2.9
3,3.7
4,3.5
5,2.0
6,6.8
7,3.2
8,4.3
9,1.8
10,1.7
11,4.1
12,4.8
13,2.4
14,4.4
15,3.5
16,6.6
17,4.5
18,3.5
19,5.6
20,1.4